1.
{
  "formula": "C22H35IrO4Se2Si2Te3",
  "method": "wB97M-V/def2-TZVPD",
  "elements": ["Ir", "Se", "Te", "Te", "Se", "O", "C", "C", "O", "O", "C", "C", "C", "C", "C", "C", "C", "C", "C", "C", "C", "C", "H", "H", "H", "H", "H", "H", "H", "H", "H", "H", "H", "O", "H", "H", "C", "Si", "C", "C", "C", "Te", "C", "Si", "C", "C", "C", "H", "H", "H", "H", "H", "H", "H", "H", "H", "H", "H", "H", "H", "H", "H", "H", "H", "H", "H", "H", "H", "H"],
  "coordinates": [[-0.57611, -1.61710, -1.96567], [-0.10020, -3.37909, -0.38633], [-1.73350, -4.07581, -2.32487], [-4.27879, -3.04114, -2.34831], [-4.31900, -2.05808, -4.52831], [-1.01684, -0.16353, 1.20749], [-2.42815, -0.17870, 1.38518], [-3.12794, -0.78736, 0.11399], [-4.28452, -1.16976, 0.29011], [-2.54935, -0.80675, -1.03708], [-3.00098, 1.23525, 1.45515], [-4.34998, 1.42262, 1.75333], [-4.89632, 2.69496, 1.74158], [-4.11143, 3.79606, 1.42669], [-2.77034, 3.61593, 1.13387], [-2.21808, 2.34223, 1.15523], [-2.75182, -1.01466, 2.61339], [-2.81643, -2.40186, 2.52253], [-3.11151, -3.16677, 3.63938], [-3.32815, -2.55504, 4.86549], [-3.21398, -1.17815, 4.97540], [-2.92735, -0.41089, 3.85530], [-0.61167, -0.44513, 2.03465], [-4.97165, 0.56838, 1.98510], [-5.94696, 2.82927, 1.96521], [-4.54724, 4.78669, 1.40612], [-2.15010, 4.46487, 0.87442], [-1.16944, 2.20920, 0.93918], [-2.62333, -2.89506, 1.57862], [-3.17887, -4.24316, 3.54698], [-3.57227, -3.14974, 5.73639], [-3.35768, -0.69295, 5.93244], [-2.83874, 0.66397, 3.94772], [-1.19133, -0.75336, -4.14225], [-2.11682, -0.45643, -4.09782], [-1.16025, -1.39935, -4.85742], [2.01895, -1.51669, -4.33086], [3.20404, -0.24032, -3.60386], [4.16065, 0.65879, -4.96079], [4.46211, -1.13629, -2.51047], [2.17682, 1.09499, -2.72464], [0.73401, 0.56989, -1.20713], [2.18147, -0.30541, 0.11080], [2.99823, 0.92168, 1.30032], [1.84219, 1.22047, 2.76255], [4.62526, 0.15308, 1.87323], [3.34922, 2.57900, 0.46422], [2.54440, -2.37752, -4.74802], [1.39938, -1.07834, -5.11469], [1.35439, -1.89550, -3.54260], [4.75789, -0.04483, -5.54444], [4.84611, 1.38861, -4.52435], [3.50480, 1.19259, -5.65026], [5.27193, -1.51921, -3.13453], [4.01630, -1.98817, -1.99407], [4.90841, -0.47245, -1.76707], [1.59554, 1.62775, -3.48220], [2.83085, 1.83901, -2.26609], [2.92189, -0.78048, -0.52684], [1.66689, -1.09995, 0.65393], [1.65660, 0.30209, 3.32488], [0.87946, 1.61747, 2.43012], [2.27549, 1.94386, 3.45574], [4.46476, -0.83531, 2.30828], [5.10918, 0.77706, 2.62691], [5.32218, 0.03626, 1.04074], [2.43288, 3.00533, 0.04962], [4.07810, 2.47953, -0.34279], [3.75676, 3.29343, 1.18145]],
  "e_above_lowest_kcal_mol": 30.5,
  "e_lumo_ha": [-0.0312, -0.0623],
  "charge": 0,
  "gap_ha": [0.2145, 0.2355],
  "spin_multiplicity": 5
}

2.
{
  "formula": "C22H35N2O10S2Sr",
  "method": "wB97M-V/def2-TZVPD",
  "elements": ["Sr", "C", "C", "O", "C", "C", "O", "C", "C", "O", "C", "C", "O", "H", "H", "H", "H", "H", "H", "H", "H", "H", "H", "H", "H", "H", "H", "H", "H", "C", "O", "C", "C", "O", "C", "H", "H", "H", "H", "H", "H", "H", "H", "H", "H", "O", "C", "C", "C", "C", "C", "C", "C", "O", "N", "O", "O", "H", "H", "H", "H", "S", "C", "N", "C", "C", "S", "H", "H", "H", "H", "H"],
  "coordinates": [[0.31570, -0.67724, -0.25155], [-1.29636, -3.34963, -1.73877], [-0.10049, -3.00375, -2.59405], [1.01393, -2.58067, -1.80155], [1.87576, -3.58774, -1.29416], [2.85153, -2.93643, -0.33242], [2.22748, -2.25069, 0.75220], [1.87669, -3.02570, 1.89980], [0.52490, -3.69972, 1.80338], [-0.40853, -2.76265, 1.29136], [-1.73518, -3.27765, 1.19544], [-2.49029, -2.47008, 0.15296], [-1.69331, -2.19895, -0.99917], [-1.04620, -4.17007, -1.06057], [-2.12087, -3.67783, -2.37556], [-0.32000, -2.16212, -3.24608], [0.18821, -3.86544, -3.20028], [2.43928, -4.04233, -2.11453], [1.29724, -4.37592, -0.80488], [3.43058, -2.17906, -0.86151], [3.54287, -3.68827, 0.05639], [1.86792, -2.32298, 2.72633], [2.64692, -3.77415, 2.10085], [0.23190, -4.03140, 2.80400], [0.54929, -4.58060, 1.15674], [-2.24716, -3.19648, 2.15730], [-1.68835, -4.33627, 0.92840], [-2.77706, -1.49822, 0.55334], [-3.39486, -3.01535, -0.12927], [2.70808, 1.52375, -1.81938], [2.65396, 0.63050, -0.70116], [3.36162, 1.11105, 0.42972], [2.38218, 1.84044, 1.30816], [1.44586, 0.91959, 1.86279], [1.86094, 0.43714, 3.12910], [3.74652, 1.70913, -2.09869], [2.21840, 2.47476, -1.58781], [2.17781, 1.04388, -2.63476], [4.19546, 1.74067, 0.11467], [3.76637, 0.24313, 0.95354], [1.80751, 2.55178, 0.71135], [2.88167, 2.39771, 2.10506], [1.99792, 1.26937, 3.82626], [2.80411, -0.11731, 3.06558], [1.06835, -0.21312, 3.49460], [-0.90640, 1.41248, 0.07463], [-1.36564, 2.26864, -0.68567], [-1.31340, 2.28113, -2.12173], [-1.93903, 3.37837, -2.73554], [-1.95826, 3.48547, -4.09534], [-1.35699, 2.51022, -4.90566], [-0.74166, 1.43409, -4.33223], [-0.68432, 1.25644, -2.91735], [-0.08984, 0.24319, -2.41840], [-2.61547, 4.63647, -4.71455], [-3.13197, 5.46095, -3.98129], [-2.63819, 4.68905, -5.92855], [-1.88183, 3.13183, -0.23281], [-2.41125, 4.14420, -2.13276], [-1.38936, 2.62603, -5.97993], [-0.27198, 0.67892, -4.95013], [-1.56201, -0.50085, 3.03536], [-1.87553, 1.08966, 3.39487], [-1.35628, 1.78784, 4.40498], [-1.57791, 3.23122, 4.40254], [-2.89312, 3.42968, 3.65787], [-2.93573, 2.08639, 2.43480], [-0.67492, 1.33927, 4.99608], [-0.75695, 3.73247, 3.88727], [-1.63711, 3.60407, 5.42207], [-2.92887, 4.39421, 3.15894], [-3.74425, 3.34346, 4.32938]],
  "e_above_lowest_kcal_mol": 8.9,
  "e_lumo_ha": -0.0749,
  "charge": 1,
  "gap_ha": 0.3060
}

3.
{
  "formula": "C22H35NO2P2S2Ti",
  "method": "wB97M-V/def2-TZVPD",
  "elements": ["P", "P", "C", "C", "H", "H", "H", "H", "C", "H", "H", "H", "C", "H", "H", "H", "C", "H", "H", "H", "C", "H", "H", "H", "Ti", "C", "C", "C", "C", "C", "C", "C", "C", "C", "H", "H", "H", "H", "H", "H", "H", "H", "H", "H", "H", "H", "H", "H", "H", "O", "S", "O", "N", "C", "S", "C", "C", "C", "C", "C", "C", "H", "H", "H", "H"],
  "coordinates": [[-0.51015, -2.30833, -2.20480], [-0.35173, 1.19284, -2.94579], [-0.71792, -1.39352, -3.92406], [-0.03975, -0.06724, -4.27494], [-1.80198, -1.30398, -4.07541], [-0.35189, -2.09562, -4.68866], [1.04909, -0.12975, -4.46913], [-0.49981, 0.35726, -5.18859], [-1.92653, 1.98319, -3.46539], [-2.20289, 2.69120, -2.67712], [-2.71347, 1.23237, -3.54725], [-1.85857, 2.53083, -4.42023], [0.73332, 2.54242, -3.62693], [0.31629, 2.97725, -4.55441], [1.74853, 2.19586, -3.86622], [0.85892, 3.38938, -2.93437], [-1.45685, -3.81356, -2.75547], [-1.46960, -4.54853, -1.94521], [-1.03749, -4.30184, -3.64985], [-2.50326, -3.55005, -2.96664], [1.14292, -2.83230, -2.84529], [1.72999, -1.93389, -3.05254], [1.03386, -3.38227, -3.78980], [1.68293, -3.46111, -2.13794], [-0.92560, -1.88911, 0.56853], [1.79058, 3.02301, 1.16947], [0.67831, 3.62308, 0.74833], [-0.36016, 2.95124, -0.08984], [-0.59733, 1.44142, 0.27161], [-0.06288, 0.41694, -0.65578], [1.30809, 0.31509, -1.04782], [2.24773, 1.48172, -0.90910], [2.50687, 1.87403, 0.54755], [0.35933, -3.45249, 0.86696], [2.42990, 3.47873, 1.94045], [0.40440, 4.64911, 0.97537], [-0.17475, 3.13781, -1.15947], [-1.33466, 3.43205, 0.12778], [-0.18491, 1.34101, 1.28300], [-1.69289, 1.32395, 0.42089], [-0.92930, -0.49299, -0.80838], [1.73204, -0.70378, -1.17510], [1.79981, 2.26167, -1.54578], [3.26203, 1.22979, -1.31545], [2.35930, 0.99144, 1.19210], [3.57933, 2.13304, 0.60558], [0.97080, -3.27287, -0.08098], [0.08502, -4.53166, 1.05754], [0.96699, -3.06892, 1.72780], [0.93739, 1.07096, 2.78853], [0.96278, -0.27427, 3.32355], [2.20462, -1.02358, 3.41979], [-0.24415, -1.16449, 2.43251], [-1.38520, -1.27118, 3.16751], [-2.64748, -1.89182, 2.13115], [-1.24303, -0.85038, 4.51944], [-2.22698, -0.98854, 5.52964], [-1.93266, -0.49693, 6.80704], [-0.71238, 0.17286, 7.06474], [0.28376, 0.21364, 6.06445], [0.01367, -0.29820, 4.79667], [-3.15934, -1.47207, 5.27608], [-2.64165, -0.65588, 7.63251], [-0.55255, 0.63153, 8.05203], [1.27123, 0.63445, 6.28516]],
  "e_above_lowest_kcal_mol": 105.8,
  "e_lumo_ha": [-0.0151, -0.0163],
  "charge": 0,
  "gap_ha": [0.1861, 0.2331],
  "spin_multiplicity": 3
}

4.
{
  "formula": "C22H35NO4",
  "method": "wB97M-V/def2-TZVPD",
  "elements": ["C", "C", "O", "C", "O", "C", "C", "C", "O", "C", "C", "C", "N", "C", "C", "C", "C", "C", "C", "C", "C", "O", "C", "C", "C", "C", "C", "H", "H", "H", "H", "H", "H", "H", "H", "H", "H", "H", "H", "H", "H", "H", "H", "H", "H", "H", "H", "H", "H", "H", "H", "H", "H", "H", "H", "H", "H", "H", "H", "H", "H", "H"],
  "coordinates": [[4.19964, -3.54087, 1.30089], [2.89010, -4.31607, 1.26941], [1.81646, -3.50396, 0.79225], [1.68636, -3.38465, -0.53129], [2.40180, -3.94643, -1.32157], [0.49804, -2.51834, -0.93325], [-0.63078, -3.49149, -1.33230], [-0.95702, -4.54232, -0.26356], [-2.16766, -5.22131, -0.50201], [-2.13413, -6.11903, -1.58387], [0.05923, -1.55610, 0.17330], [1.12043, -0.48654, 0.43031], [1.36623, 0.25814, -0.78731], [2.06078, 1.52750, -0.63124], [3.37873, 1.44571, 0.15237], [1.12766, 2.57033, -0.00114], [-0.18122, 2.70833, -0.78668], [-1.16046, 3.56153, -0.03626], [-1.97461, 3.00439, 0.94530], [-2.84758, 3.78415, 1.67179], [-2.93112, 5.15698, 1.43688], [-3.82712, 5.83954, 2.20907], [-3.96004, 7.22479, 2.01375], [-2.12265, 5.72404, 0.46025], [-1.24929, 4.92571, -0.26085], [1.92143, -0.61906, -1.79436], [0.89658, -1.68925, -2.16307], [4.98268, -4.16257, 1.72524], [4.48552, -3.25698, 0.29085], [4.09213, -2.64335, 1.90594], [2.98712, -5.19361, 0.62167], [2.58866, -4.62318, 2.27293], [-0.33087, -3.99782, -2.25236], [-1.53749, -2.91759, -1.53565], [-0.13185, -5.26667, -0.18424], [-1.09660, -4.06369, 0.70796], [-1.29063, -6.81446, -1.49440], [-2.06566, -5.60177, -2.54682], [-3.06793, -6.67714, -1.54569], [-0.13592, -2.09395, 1.09994], [-0.86146, -1.06541, -0.14712], [0.75571, 0.19488, 1.19963], [2.03591, -0.97333, 0.80692], [2.29013, 1.86544, -1.64965], [4.02561, 0.67929, -0.26902], [3.89951, 2.39835, 0.10145], [3.19274, 1.21212, 1.19794], [0.89862, 2.29518, 1.02960], [1.64273, 3.53228, 0.02731], [0.03062, 3.14504, -1.76415], [-0.58961, 1.70894, -0.93939], [-1.92380, 1.94212, 1.13707], [-3.48269, 3.35526, 2.43100], [-3.02333, 7.75317, 2.22113], [-4.72024, 7.55156, 2.72178], [-4.29066, 7.45881, 0.99621], [-2.16098, 6.78152, 0.24960], [-0.62742, 5.38270, -1.01774], [2.16115, -0.03033, -2.68324], [2.84852, -1.11529, -1.45324], [1.31998, -2.34640, -2.92372], [0.00704, -1.20444, -2.56690]],
  "e_above_lowest_kcal_mol": 17.6,
  "e_lumo_ha": 0.0304,
  "charge": 0,
  "gap_ha": 0.3272
}